{
  "formula": "C56H54CsF7N7O2P2S3Si",
  "method": "ωB97M-V with the def2-TZVPD basis set",
  "s_squared": 0.76,
  "energy_ev": -152016.36199,
  "fmax_ev_per_a": 1.5,
  "homo_energy_ev": [-1.44, -1.44],
  "spin_multiplicity": 2,
  "charge": -2,
  "elements": ["Cs", "S", "C", "C", "C", "C", "C", "C", "N", "C", "C", "C", "C", "C", "C", "C", "H", "H", "H", "H", "H", "H", "H", "H", "C", "Si", "C", "C", "N", "C", "C", "C", "C", "C", "C", "F", "H", "H", "H", "H", "H", "H", "H", "H", "H", "H", "H", "H", "H", "N", "C", "C", "C", "C", "C", "C", "N", "C", "C", "C", "S", "C", "N", "H", "H", "H", "H", "H", "H", "H", "O", "C", "O", "C", "C", "C", "C", "C", "C", "P", "C", "C", "C", "C", "C", "C", "C", "C", "C", "C", "C", "C", "H", "H", "H", "H", "H", "H", "H", "H", "H", "H", "H", "H", "H", "H", "F", "P", "F", "F", "F", "F", "F", "C", "C", "N", "C", "S", "N", "C", "C", "H", "H", "H", "H", "H", "H", "H", "H", "H", "H", "H", "H"],
  "positions_angstrom": [[0.937739, -1.849774, -0.950864], [-0.645147, 4.618746, -1.700631], [0.624805, 4.854373, -0.554032], [0.938923, 5.991946, 0.189349], [2.056998, 5.941406, 1.004968], [2.852558, 4.789290, 1.064327], [2.537829, 3.665152, 0.325496], [1.400819, 3.691669, -0.476733], [0.967759, 2.636765, -1.279641], [-0.043163, 2.976091, -1.983308], [-0.657393, 2.133102, -3.033584], [-1.479957, 2.687499, -4.015707], [-1.997453, 1.904356, -5.041557], [-1.703079, 0.549033, -5.107789], [-0.919557, -0.034017, -4.120634], [-0.453059, 0.770967, -3.119102], [0.344083, 6.894098, 0.110149], [2.333730, 6.816556, 1.583262], [3.736584, 4.783702, 1.692020], [3.154741, 2.776358, 0.319590], [-1.688157, 3.749827, -3.985510], [-2.615245, 2.360975, -5.803982], [-2.070851, -0.053540, -5.927886], [-0.680999, -1.092989, -4.154444], [7.094516, 1.018799, -3.532314], [5.733404, 1.917681, -2.589327], [6.294195, 3.720246, -2.429901], [4.259608, 1.999524, -3.771681], [5.292160, 1.284440, -1.124657], [5.759988, 0.368512, -0.275509], [7.138310, 0.041028, -0.064534], [7.567172, -0.897487, 0.868500], [6.663850, -1.598376, 1.659664], [5.300364, -1.333824, 1.483475], [4.892453, -0.396215, 0.566125], [3.542133, -0.178640, 0.474167], [7.221054, 1.443652, -4.536395], [6.830574, -0.041561, -3.646161], [8.059900, 1.068972, -3.013298], [6.501643, 4.166802, -3.416915], [7.197007, 3.820382, -1.809986], [5.489628, 4.301128, -1.956090], [4.570105, 1.891499, -4.822457], [3.730540, 2.959259, -3.674499], [3.548500, 1.196325, -3.543427], [7.863727, 0.570656, -0.679716], [8.631441, -1.093011, 0.976603], [6.997229, -2.334009, 2.381691], [4.544801, -1.872359, 2.049177], [-1.184302, 2.999555, 2.922396], [-2.167055, 3.047277, 1.956864], [-3.318825, 3.817772, 1.811262], [-4.088322, 3.580683, 0.684716], [-3.717696, 2.609652, -0.261471], [-2.571453, 1.848792, -0.105696], [-1.790736, 2.069762, 1.030517], [-0.591356, 1.468369, 1.407913], [-0.282699, 2.024347, 2.540967], [0.893220, 1.694507, 3.358367], [1.314416, 2.365109, 4.461320], [2.738933, 1.649352, 5.067108], [2.665839, 0.466346, 3.802689], [1.662543, 0.609446, 2.999099], [-1.149163, 3.532236, 3.768345], [-3.606900, 4.562545, 2.544476], [-4.997262, 4.152560, 0.531956], [-4.350211, 2.460920, -1.133206], [-2.272614, 1.095994, -0.827914], [0.891590, 3.237542, 4.943368], [3.432858, -0.303014, 3.709647], [-0.490127, -4.791303, -0.102942], [-0.541916, -4.093695, 0.919214], [0.171617, -3.072695, 1.179588], [-1.514686, -4.469825, 2.033079], [-1.979392, -5.782318, 2.108710], [-2.770773, -6.187716, 3.170919], [-3.104944, -5.276430, 4.168332], [-2.673409, -3.962643, 4.083624], [-1.885704, -3.531110, 3.010734], [-1.320399, -1.749961, 2.850399], [-2.924805, -1.004657, 3.566797], [-4.044187, -1.367920, 2.787180], [-5.290845, -0.790228, 2.957056], [-5.486397, 0.192079, 3.925089], [-4.415757, 0.561170, 4.714624], [-3.157156, -0.020272, 4.531761], [-0.092929, -1.825505, 4.251447], [0.944309, -2.761606, 4.120340], [1.951693, -2.860753, 5.068313], [1.958180, -2.030157, 6.183904], [0.947846, -1.092992, 6.326370], [-0.057465, -0.987092, 5.366554], [-1.691796, -6.467622, 1.319322], [-3.123667, -7.211264, 3.230206], [-3.714554, -5.589204, 5.009121], [-2.956973, -3.258099, 4.855463], [-3.920853, -2.125465, 2.022978], [-6.116305, -1.102674, 2.325398], [-6.453438, 0.667311, 4.048186], [-4.543126, 1.316260, 5.483451], [-2.368436, 0.321266, 5.182735], [0.958279, -3.404836, 3.248891], [2.742544, -3.589527, 4.932774], [2.745025, -2.107110, 6.926309], [0.938745, -0.430347, 7.185011], [-0.806152, -0.227541, 5.501678], [1.946428, -2.144137, -3.228404], [2.481739, -3.066994, -4.474335], [2.989038, -3.987112, -5.698183], [2.007084, -1.913053, -5.497299], [2.896454, -4.196258, -3.415475], [0.995654, -3.721072, -4.564896], [3.918383, -2.385206, -4.347064], [-3.776421, -2.774741, -5.637403], [-4.124359, -3.024584, -4.175871], [-3.108117, -2.488905, -3.271761], [-3.366010, -1.802366, -2.134212], [-2.363318, -1.860737, -0.808660], [-4.496410, -1.019506, -2.140238], [-4.810040, -0.140495, -3.274334], [-6.309264, 0.015930, -3.462551], [-4.522760, -3.233502, -6.292220], [-2.799232, -3.203887, -5.874816], [-3.734571, -1.702987, -5.852368], [-4.214615, -4.097425, -4.001905], [-5.080276, -2.576671, -3.919246], [-2.261620, -3.032090, -3.196542], [-4.573684, -0.561677, -1.244302], [-4.350471, -0.550953, -4.168554], [-4.353973, 0.838870, -3.111301], [-6.774919, -0.948868, -3.679392], [-6.524694, 0.702544, -4.285772], [-6.769691, 0.415594, -2.554528]],
  "forces_ev_per_a": [[0.4, 1.1, 0.4], [-0.1, -0.1, -0.1], [0.0, 0.1, 0.0], [0.1, -0.1, 0.0], [-0.1, 0.0, -0.1], [0.0, 0.0, 0.1], [0.1, -0.1, 0.1], [-0.2, -0.3, -0.1], [0.3, 0.2, 0.0], [-0.1, 0.2, -0.2], [0.0, 0.0, 0.4], [-0.1, 0.0, -0.2], [0.1, 0.1, 0.1], [-0.1, 0.2, 0.0], [0.2, -0.5, 0.3], [0.0, 0.3, -0.2], [0.0, 0.0, 0.0], [0.0, -0.1, 0.0], [0.0, 0.0, -0.1], [0.1, -0.1, 0.0], [0.0, 0.0, -0.1], [0.0, 0.0, 0.0], [0.0, 0.0, 0.0], [0.1, 0.1, 0.0], [0.2, -0.3, -0.1], [-0.1, 0.2, -0.1], [0.1, 0.3, -0.1], [-0.1, 0.0, -0.2], [-0.1, -0.4, 0.6], [0.0, 0.2, -0.2], [-0.1, -0.1, 0.0], [-0.1, 0.1, -0.1], [-0.1, 0.0, 0.0], [0.1, 0.0, 0.0], [-0.1, 0.1, 0.1], [0.2, 0.0, -0.1], [0.0, 0.0, 0.1], [0.1, 0.2, 0.0], [-0.1, 0.0, -0.1], [0.0, -0.1, 0.2], [-0.2, 0.0, -0.1], [0.2, -0.1, -0.1], [-0.1, 0.0, 0.2], [0.0, -0.2, 0.0], [0.1, 0.1, -0.1], [-0.1, -0.1, 0.1], [0.0, 0.0, 0.0], [0.0, 0.0, 0.0], [0.0, 0.0, 0.0], [0.1, -0.1, 0.0], [0.0, 0.0, 0.2], [0.0, 0.0, 0.0], [0.1, -0.1, 0.0], [0.0, 0.0, 0.0], [0.0, 0.0, 0.0], [0.3, -0.1, -0.3], [-0.4, 0.0, 0.0], [0.0, 0.1, -0.1], [-0.1, -0.3, -0.4], [0.1, 0.3, 0.3], [0.1, -0.1, 0.0], [-0.1, 0.2, -0.2], [0.2, 0.1, 0.1], [0.0, 0.1, 0.1], [0.0, 0.0, 0.0], [0.1, 0.0, 0.0], [0.1, 0.0, 0.1], [-0.1, 0.0, 0.1], [0.0, -0.1, -0.1], [-0.3, 0.2, 0.0], [-0.1, 0.1, 0.2], [0.3, 0.0, 0.0], [-0.5, -1.0, 1.0], [-0.1, 0.2, 0.1], [0.0, 0.1, 0.1], [0.0, 0.0, 0.0], [0.0, 0.0, 0.0], [0.1, 0.0, -0.2], [0.2, -0.2, -0.3], [-0.6, -0.1, 0.7], [-0.1, 0.0, -0.2], [0.1, 0.1, 0.1], [0.0, 0.0, 0.0], [0.0, 0.0, -0.1], [0.2, 0.0, 0.0], [0.0, 0.0, 0.0], [0.1, 0.0, 0.0], [-0.1, 0.0, 0.0], [0.0, 0.1, 0.0], [-0.1, 0.0, 0.0], [-0.1, 0.0, -0.1], [0.1, -0.1, 0.0], [0.0, 0.1, 0.0], [0.0, 0.0, 0.0], [0.0, 0.0, 0.0], [0.0, 0.0, 0.0], [0.0, 0.0, -0.1], [0.1, 0.0, 0.0], [0.0, -0.1, 0.0], [0.0, 0.0, 0.0], [0.0, 0.1, -0.1], [0.0, 0.0, 0.0], [0.0, 0.0, 0.0], [0.0, 0.0, 0.0], [0.0, 0.0, 0.0], [0.1, 0.0, 0.0], [0.4, 0.1, -1.1], [-0.1, 0.0, -0.1], [-0.1, 0.0, -0.1], [-0.1, 0.1, -0.2], [0.1, -0.3, 0.2], [-0.2, -0.1, -0.1], [0.3, 0.1, 0.0], [0.0, 0.0, 0.0], [0.2, 0.1, -0.1], [-0.1, -0.2, 0.0], [0.1, 0.2, 0.0], [-0.5, 0.0, 0.0], [0.0, 0.1, -0.1], [-0.1, -0.1, 0.1], [0.0, 0.0, 0.0], [0.1, 0.0, 0.0], [-0.1, 0.0, 0.0], [0.0, -0.1, 0.0], [0.0, -0.1, 0.0], [0.0, 0.0, 0.0], [0.1, -0.1, 0.0], [-0.1, 0.1, 0.1], [0.0, 0.1, 0.0], [0.1, 0.1, 0.0], [0.0, 0.1, 0.0], [0.0, 0.0, 0.1], [0.0, 0.0, -0.1]]
}